Molecular formula: C36H58N5O2PdSi4Te
Method: DFT, wB97M-V/def2-TZVPD

Computed properties:
lowest unoccupied orbital energy (spin up / spin down)	-7.80 / -10.39	eV
energy relative to the best compared isomer or geometry (same formula, charge and spin)	22.2	kcal per mole
total charge	+3
orbital gap (spin up / spin down)	7.6903 / 5.5111	eV
highest occupied orbital energy (spin up / spin down)	-15.5 / -15.9	eV
2S+1	5

XYZ file:
```
107
Properties=species:S:1:pos:R:3:forces:R:3
Pd -1.81919 -0.48554 0.01209 -2.062 -0.317 0.140
C -2.87347 -1.34023 4.51514 0.121 0.008 -0.084
O -3.53246 -2.28529 3.61423 0.084 -0.044 0.129
C -3.05132 -2.03599 2.41394 -0.058 -0.210 0.061
N -2.10853 -1.19170 2.28431 0.448 0.890 -0.009
C -1.74151 -0.73586 3.65412 -0.118 -0.005 -0.116
C -1.55669 0.76062 3.79656 -0.130 0.032 0.057
C -1.04463 1.53300 2.75855 0.007 0.056 0.179
C -0.83152 2.89675 2.92273 -0.034 0.036 0.056
C -1.12590 3.50830 4.13425 -0.013 -0.001 -0.038
C -1.62832 2.74513 5.17828 0.019 -0.026 0.014
C -1.83417 1.38135 5.01268 -0.052 -0.028 -0.029
C -3.59113 -2.77610 1.26134 -0.079 0.000 0.116
C -4.38964 -3.90229 1.35606 -0.075 -0.056 0.032
C -4.75333 -4.54220 0.17842 -0.014 -0.045 -0.006
C -4.33346 -4.02740 -1.04210 -0.093 -0.095 -0.001
C -3.57457 -2.87125 -1.03163 0.028 -0.049 -0.143
N -3.20849 -2.27493 0.09496 0.450 0.321 0.011
C -3.14774 -2.13988 -2.23742 -0.117 -0.092 -0.019
N -2.69297 -0.95150 -2.16956 0.653 0.749 -0.105
C -2.53183 -0.46984 -3.57571 0.068 -0.166 0.114
C -2.75260 -1.76450 -4.38904 0.011 0.161 0.024
O -3.29866 -2.70683 -3.41317 -0.102 0.021 -0.138
C -1.23732 0.26299 -3.85848 0.069 -0.155 -0.022
C -0.63548 1.06202 -2.89232 0.052 0.074 -0.169
C 0.51690 1.78024 -3.18389 -0.020 0.031 -0.017
C 1.07030 1.72839 -4.45580 -0.002 0.000 0.017
C 0.46855 0.94393 -5.43044 -0.050 0.033 -0.029
C -0.67793 0.21760 -5.13333 0.024 -0.054 0.033
H -2.52502 -1.88904 5.38271 -0.021 -0.067 0.015
H -3.61344 -0.60288 4.81314 -0.104 0.019 -0.017
H -0.78976 -1.21161 3.90064 0.057 -0.109 -0.013
H -0.78827 1.06758 1.81708 0.128 -0.092 -0.103
H -0.42738 3.48866 2.10811 0.022 -0.029 0.009
H -0.95697 4.56956 4.26596 -0.024 -0.036 -0.005
H -1.86094 3.21058 6.12750 0.023 -0.022 -0.022
H -2.21444 0.80443 5.84907 0.024 0.054 -0.029
H -4.70779 -4.26466 2.32504 0.031 0.003 -0.038
H -5.36201 -5.43678 0.21233 0.013 0.032 -0.010
H -4.59893 -4.49683 -1.98006 0.003 0.024 0.023
H -3.34920 0.22849 -3.76950 -0.118 0.007 0.082
H -1.82640 -2.18246 -4.77237 0.064 -0.119 0.031
H -3.47369 -1.66316 -5.19152 -0.062 -0.030 -0.028
H -1.09354 1.18524 -1.92576 -0.075 0.014 0.203
H 0.96313 2.40753 -2.41906 -0.118 0.006 -0.098
H 1.94515 2.32081 -4.69724 -0.024 -0.053 0.009
H 0.87281 0.91372 -6.43484 -0.001 -0.002 0.052
H -1.14434 -0.36811 -5.91763 0.039 0.023 0.007
C 2.97751 -0.28194 3.59357 -0.003 0.019 0.280
Si 3.52702 0.59910 2.06362 -0.253 -0.436 -0.189
C 2.56650 2.13709 1.69399 -0.095 0.276 -0.065
C 5.35917 0.75434 1.85335 0.208 0.069 0.047
Si 3.01652 -0.85606 0.15416 0.248 0.052 -0.128
Te 0.62304 -1.29953 -0.08985 1.402 -0.364 -0.039
Si 4.17817 -0.06215 -1.93399 -0.580 -0.334 0.205
C 3.86210 1.75847 -1.80849 -0.038 0.288 0.026
C 5.97363 -0.46950 -1.85969 0.240 -0.053 0.049
C 3.23293 -0.95369 -3.25450 0.033 -0.015 -0.321
Si 3.83550 -3.33277 0.51242 -0.061 0.247 0.030
C 5.65945 -3.11589 0.61949 0.181 0.015 0.089
C 3.19956 -4.21295 -0.97718 -0.048 -0.055 -0.243
C 3.01372 -3.75848 2.10744 -0.160 -0.044 0.204
H 3.11075 0.36624 4.46660 -0.008 -0.039 -0.041
H 3.56312 -1.18670 3.76860 -0.046 0.080 0.018
H 1.91954 -0.55216 3.53771 0.052 0.011 0.001
H 2.66807 2.84580 2.52422 -0.001 -0.058 -0.044
H 1.50284 1.91631 1.57153 0.101 0.022 0.026
H 2.92887 2.63364 0.79012 -0.043 -0.035 0.080
H 5.76779 1.39630 2.64245 -0.021 -0.038 -0.056
H 5.61743 1.21103 0.89428 0.008 -0.014 0.086
H 5.86258 -0.21320 1.92640 -0.018 0.088 0.003
H 4.50044 2.22506 -1.05322 -0.040 -0.029 -0.057
H 2.81937 1.99017 -1.58027 0.145 -0.034 -0.032
H 4.10898 2.22416 -2.77085 -0.018 -0.042 0.063
H 6.45669 -0.10362 -0.95061 -0.008 -0.024 -0.073
H 6.46071 0.02456 -2.70962 -0.040 -0.001 0.054
H 6.17151 -1.53657 -1.95753 -0.007 0.046 -0.072
H 2.16241 -0.98398 -3.04054 0.031 0.063 -0.061
H 3.59857 -1.97730 -3.37184 -0.044 0.049 0.025
H 3.36749 -0.44768 -4.21769 -0.013 -0.062 0.061
H 6.07716 -2.67972 -0.28469 0.040 -0.044 0.034
H 6.12263 -4.10214 0.75420 -0.053 0.052 0.007
H 5.94743 -2.49866 1.47380 0.000 -0.080 -0.041
H 3.77799 -3.96502 -1.87049 -0.038 -0.027 0.058
H 2.15003 -3.98012 -1.16592 0.046 -0.069 0.012
H 3.28029 -5.29526 -0.81926 0.031 0.071 0.017
H 3.39826 -3.15599 2.93273 -0.030 -0.090 -0.067
H 3.21633 -4.81101 2.34347 0.011 0.067 -0.044
H 1.93039 -3.62891 2.05215 0.064 -0.048 0.014
C -2.26065 4.37878 -0.90419 0.104 -0.026 0.034
C -3.34658 3.36399 -0.57262 -0.131 0.130 0.000
C -4.30150 3.92886 0.48104 0.020 -0.068 0.031
C -4.09764 2.97093 -1.83887 0.094 -0.091 -0.047
N -2.62431 2.17303 -0.02197 0.294 0.051 -0.173
N -3.38672 1.01559 0.19173 -0.250 -0.352 0.040
H -2.71312 5.26058 -1.35725 0.039 0.002 0.032
H -1.53794 3.95890 -1.60808 -0.046 0.034 0.030
H -1.73239 4.70397 -0.00177 -0.030 -0.036 -0.068
H -4.71521 4.87951 0.14280 -0.033 -0.058 -0.006
H -3.77423 4.11594 1.42084 -0.015 0.017 -0.024
H -5.13989 3.25471 0.67826 0.019 0.030 -0.010
H -4.51865 3.86601 -2.29624 0.007 -0.033 0.008
H -4.94240 2.30146 -1.64527 0.029 0.045 -0.017
H -3.41922 2.51075 -2.56440 -0.043 0.023 0.019
H -2.18765 2.41434 0.86155 -0.050 0.065 0.057
H -3.97343 0.85106 -0.61947 -0.078 0.051 -0.066
H -3.97280 1.03022 1.02538 0.021 0.045 0.122
```
Forces are in eV/Å.

=====

Molecular formula: C36H59F17O8P
Method: DFT, wB97M-V/def2-TZVPD

Computed properties:
lowest unoccupied orbital energy	-0.37	eV
total charge	-1
orbital gap	3.4803	eV
highest occupied orbital energy	-3.8	eV

XYZ file:
```
121
Properties=species:S:1:pos:R:3:forces:R:3
F 5.28428 -2.78721 -2.72786 -3.679 3.291 -1.471
C 4.19618 -1.82858 -3.17264 1.067 -5.096 -0.387
F 4.31871 -1.83000 -4.65640 -0.924 0.457 5.443
F 2.93968 -2.51333 -2.68448 4.378 3.102 -2.203
C 4.53983 -0.43339 -2.42675 2.930 -1.007 3.436
F 6.05055 -0.32653 -2.45634 -4.986 -0.308 -0.181
F 4.24734 -0.64501 -0.95794 0.645 0.709 -5.089
C 3.93446 0.94783 -2.93099 1.974 4.672 1.532
F 5.10827 1.79977 -3.38102 -3.730 -2.836 1.112
F 3.41967 1.72946 -1.74144 1.359 -2.919 -3.918
C 2.86238 1.06711 -4.10165 -0.592 3.045 -3.627
F 2.48647 2.53600 -4.16883 1.421 -4.737 0.649
F 3.43850 0.82335 -5.47986 -1.484 0.375 4.830
C 1.44723 0.28289 -4.05027 -2.286 -0.187 -3.568
F 1.49627 -1.05165 -4.76043 0.212 4.333 2.969
F 0.57186 1.11103 -4.97572 2.605 -2.672 3.061
C 0.63762 0.25521 -2.63820 -0.020 0.813 2.611
F 1.38964 -0.33978 -1.48372 -1.666 2.031 -3.993
F 0.43177 1.69990 -2.24481 0.611 -4.699 -1.901
C -0.78622 -0.60123 -2.66063 -0.362 -3.317 0.014
F -1.33171 -0.85932 -4.00893 1.927 1.245 4.297
F -0.40510 -1.97000 -2.13650 -0.857 3.960 -1.811
C -1.91523 -0.05112 -1.60904 -1.062 -0.030 1.668
F -2.80665 -1.21973 -1.29886 2.848 3.699 -1.150
F -1.23369 0.26333 -0.29747 -1.653 -1.495 -3.921
C -2.71599 1.29866 -2.04494 -1.564 0.161 0.243
C -3.65194 1.18373 -3.38343 -1.156 1.031 -0.735
C -4.87861 0.10260 -3.29455 0.344 -0.614 -0.446
C -5.74393 -0.05105 -1.91077 -0.936 -0.991 0.544
O -6.66697 -1.18787 -2.22844 2.693 1.946 0.159
P -7.03501 -1.07715 -3.93386 -2.536 -0.835 -1.976
O -5.91540 0.22109 -4.36507 2.806 0.450 3.222
H -2.05651 2.26469 -2.17183 -0.709 -2.400 0.402
H -3.46264 1.55041 -1.14692 1.782 -0.840 -1.802
H -3.03150 1.01670 -4.38478 -1.244 0.174 2.285
H -4.16207 2.25408 -3.52407 1.219 -2.143 0.455
H -4.33882 -0.91780 -3.50997 -1.079 1.521 0.808
H -6.41690 0.86946 -1.58992 1.475 -1.364 -1.139
H -5.19999 -0.36724 -0.92360 -0.468 0.599 -2.001
H -7.91459 -2.21775 -3.85906 -0.280 -0.029 0.661
H -6.04368 -2.00687 -4.41561 0.540 0.055 0.457
H -7.53370 -0.92650 -5.29413 0.150 -0.049 -0.209
H -8.06166 -0.16084 -3.50015 -0.025 0.329 -0.098
C 1.83025 1.52982 1.28270 0.415 -0.169 -0.464
C 1.86455 2.09976 2.67724 0.003 -0.212 0.610
C 1.24824 3.46697 2.47597 -0.196 0.405 -0.157
O 0.31874 3.34868 1.39008 0.412 0.011 0.302
C 0.52897 2.08455 0.74586 -0.502 -0.065 -0.047
H 1.87278 0.43813 1.25288 -0.031 0.118 -0.033
H 2.67242 1.92240 0.70049 -0.052 -0.089 0.044
H 1.23080 1.49807 3.33937 0.083 0.075 -0.028
H 2.86716 2.14324 3.11014 -0.100 0.027 -0.018
H 2.00440 4.20561 2.18962 0.096 0.038 0.105
H 0.72821 3.82782 3.36806 -0.036 0.039 -0.120
H -0.31485 1.43473 1.00222 0.329 0.232 0.040
H 0.54677 2.22185 -0.33882 -0.078 0.135 0.589
C -2.06975 -3.57018 2.13985 0.398 -0.175 -0.417
C -2.03545 -3.00024 3.53438 -0.018 -0.175 0.633
C -2.65176 -1.63303 3.33312 -0.070 0.374 -0.232
O -3.58126 -1.75132 2.24722 0.414 -0.148 0.163
C -3.37103 -3.01545 1.60300 -0.418 -0.012 -0.292
H -2.02722 -4.66187 2.11002 -0.018 0.128 0.020
H -1.22758 -3.17760 1.55764 -0.087 -0.064 0.004
H -2.66920 -3.60193 4.19651 0.129 0.045 -0.027
H -1.03284 -2.95676 3.96728 -0.127 -0.018 -0.023
H -1.89560 -0.89439 3.04676 0.048 0.049 0.085
H -3.17179 -1.27218 4.22521 -0.061 0.050 -0.092
H -4.21485 -3.66527 1.85936 0.005 -0.073 -0.055
H -3.35323 -2.87815 0.51832 -0.102 0.099 0.167
C 8.29180 0.96391 -4.89028 -0.501 0.438 0.081
C 8.62398 -0.30180 -5.63752 -0.061 -0.642 0.075
C 9.81608 0.12345 -6.46679 0.265 0.146 -0.328
O 10.50234 1.13734 -5.71967 -0.315 -0.135 0.060
C 9.66334 1.54786 -4.63119 0.375 0.092 0.190
H 7.71990 0.79624 -3.97414 0.089 0.061 -0.126
H 7.71535 1.63621 -5.53685 0.029 -0.048 0.114
H 8.92167 -1.08353 -4.92875 -0.053 0.037 -0.102
H 7.79833 -0.68507 -6.24244 0.110 0.032 0.049
H 9.50125 0.56496 -7.41827 -0.028 -0.096 -0.048
H 10.49859 -0.70543 -6.67562 0.031 0.152 0.024
H 10.09605 1.14897 -3.70724 -0.064 0.064 0.066
H 9.64976 2.63939 -4.56736 0.108 -0.093 -0.059
C -6.26975 -1.97066 4.10040 0.494 -0.050 -0.480
C -6.23545 -1.40072 5.49493 -0.060 -0.258 0.608
C -6.85176 -0.03350 5.29367 -0.120 0.412 -0.176
O -7.78126 -0.15180 4.20777 0.290 -0.176 0.264
C -7.57103 -1.41592 3.56355 -0.408 -0.046 -0.227
H -6.22722 -3.06235 4.07058 -0.028 0.095 -0.025
H -5.42758 -1.57808 3.51819 -0.199 -0.164 0.018
H -6.86920 -2.00241 6.15706 0.076 0.078 0.028
H -5.23284 -1.35724 5.92783 -0.085 0.027 -0.017
H -6.09560 0.70513 5.00732 0.060 0.013 0.093
H -7.37179 0.32735 6.18576 -0.046 0.036 -0.123
H -8.41485 -2.06575 3.81991 -0.009 -0.069 -0.066
H -7.55323 -1.27863 2.47887 -0.050 0.080 0.134
C 2.44374 8.73032 1.90945 0.034 0.524 0.398
C 2.16047 7.25312 2.00098 0.302 -0.526 0.110
C 0.94468 7.10798 1.11192 -0.459 -0.185 -0.176
O 1.04716 8.11790 0.09866 0.311 0.114 0.312
C 2.08776 9.03239 0.47025 -0.058 0.001 -0.474
H 3.47404 8.99655 2.15861 -0.105 0.005 -0.045
H 1.77471 9.27896 2.58305 0.101 -0.020 -0.064
H 3.00046 6.68777 1.58044 -0.082 0.009 0.069
H 1.98763 6.90074 3.02102 -0.005 0.012 -0.126
H 0.02001 7.28770 1.67053 0.009 -0.108 0.049
H 0.88324 6.12142 0.64353 -0.082 0.141 -0.008
H 2.94040 8.85600 -0.19452 0.064 0.098 0.027
H 1.74269 10.06047 0.32995 -0.044 -0.112 -0.074
C 0.87707 -7.63952 4.43563 0.426 -0.201 -0.464
C 0.91136 -7.06958 5.83017 0.001 -0.212 0.617
C 0.29505 -5.70236 5.62890 -0.107 0.449 -0.090
O -0.63445 -5.82066 4.54301 0.287 -0.280 0.125
C -0.42421 -7.08478 3.89878 -0.452 0.050 -0.121
H 0.91959 -8.73121 4.40581 -0.022 0.124 -0.026
H 1.71923 -7.24694 3.85342 -0.091 -0.086 0.031
H 0.27761 -7.67127 6.49229 0.092 0.075 -0.025
H 1.91397 -7.02610 6.26307 -0.118 0.023 -0.031
H 1.05121 -4.96373 5.34255 0.050 0.017 0.098
H -0.22498 -5.34152 6.52099 -0.032 0.025 -0.153
H -1.26804 -7.73461 4.15514 0.028 -0.070 -0.082
H -0.40642 -6.94749 2.81411 -0.072 0.090 0.108
```
Forces are in eV/Å.

=====

What is the formula in the second record? C36H59F17O8P

=====

Among the records above, which one has the lowest total charge? C36H59F17O8P

=====

The lowest total charge belongs to which entry? C36H59F17O8P

=====

Which of these has the lowest total charge? C36H59F17O8P